# 1
# C23H56BO6P2

A 4-piece molecular cluster, C23H56BO6P2 overall (ωB97M-V/def2-TZVPD, the OMol25 dataset).

Geometry (Å):
C: -9.3820 -2.6437 6.3856
P: -8.4950 -2.8102 4.7022
O: -8.9668 -1.3586 3.7945
C: -6.5939 -2.7148 4.8515
O: -5.9278 -3.0567 6.1216
B: -4.5799 -3.5592 5.7418
C: -3.5440 -2.5756 4.9259
O: -2.6011 -2.0225 5.9530
O: -1.7245 -1.2361 5.3951
O: -4.9291 -4.6274 4.7415
C: -5.9471 -3.9242 3.9257
P: -5.5677 -3.5977 2.0826
C: -7.3165 -3.6653 1.2267
O: -4.8499 -2.0086 1.8433
H: -9.7129 -3.7063 6.7874
H: -10.3923 -2.0439 6.1905
H: -8.7786 -2.0196 7.1927
H: -8.3719 -0.6433 4.2176
H: -6.2625 -1.6137 4.5302
H: -3.9028 -4.0613 6.5607
H: -4.0491 -1.6945 4.3420
H: -2.8931 -3.2321 4.1812
H: -2.0189 -0.9155 4.4910
H: -6.8580 -4.6792 3.8570
H: -7.9315 -2.7948 1.7439
H: -7.7559 -4.7200 1.5160
H: -7.1591 -3.5194 0.0764
H: -5.3549 -1.3633 2.4199
C: -1.3406 3.1442 -0.8304
C: -2.2106 2.0305 -1.3922
C: -3.0960 1.3608 -0.3377
C: -2.3464 0.6514 0.7966
C: -1.3688 -0.4410 0.3567
C: -2.0421 -1.5988 -0.3627
H: -0.6284 2.7667 -0.0913
H: -0.7653 3.6140 -1.6352
H: -1.9536 3.9180 -0.3572
H: -1.5797 1.2877 -1.8916
H: -2.8587 2.4548 -2.1685
H: -3.7583 0.6457 -0.8392
H: -3.7534 2.1186 0.1060
H: -3.0875 0.2111 1.4759
H: -1.7995 1.3931 1.3904
H: -0.8637 -0.8330 1.2492
H: -0.5829 -0.0192 -0.2796
H: -2.8088 -2.0585 0.2695
H: -1.3039 -2.3673 -0.6115
H: -2.5121 -1.2756 -1.2965
C: 2.0097 1.0948 1.8978
C: 3.4698 1.4515 1.6658
C: 3.7484 1.9847 0.2578
C: 3.4646 1.0031 -0.8857
C: 4.2205 -0.3258 -0.8147
C: 5.7305 -0.1654 -0.8904
H: 1.6826 0.2840 1.2408
H: 1.8634 0.7634 2.9314
H: 1.3636 1.9617 1.7265
H: 4.0990 0.5809 1.8781
H: 3.7578 2.2227 2.3906
H: 4.7938 2.3102 0.2070
H: 3.1452 2.8863 0.0946
H: 3.7087 1.4996 -1.8335
H: 2.3893 0.7932 -0.9260
H: 3.8953 -0.9540 -1.6542
H: 3.9535 -0.8710 0.0974
H: 6.0229 0.3471 -1.8127
H: 6.2139 -1.1472 -0.8815
H: 6.1194 0.4035 -0.0405
C: 4.8647 1.5919 -4.5836
C: 6.2973 2.0671 -4.3976
C: 6.6853 3.2099 -5.3400
C: 6.6428 2.8728 -6.8354
C: 7.5180 1.6946 -7.2694
C: 9.0015 1.9250 -7.0295
H: 4.7037 1.1749 -5.5818
H: 4.6312 0.8080 -3.8553
H: 4.1576 2.4140 -4.4333
H: 6.9832 1.2219 -4.5164
H: 6.4157 2.4159 -3.3646
H: 7.6901 3.5576 -5.0737
H: 6.0160 4.0602 -5.1601
H: 6.9456 3.7653 -7.3977
H: 5.6074 2.6688 -7.1326
H: 7.3618 1.5246 -8.3426
H: 7.2018 0.7752 -6.7642
H: 9.3474 2.8213 -7.5547
H: 9.5791 1.0724 -7.3997
H: 9.2254 2.0400 -5.9647

Forces on atoms 1 to 3 (eV/Å):
C -0.7 1.2 1.2
P -1.2 -0.3 -0.7
O 2.7 0.2 2.8

Calculated values
Total charge ... -1
Kohn-Sham gap ... 6.989 eV
HOMO energy ... -5.0 eV
2S+1 ... 1



# 2
# C23H56Cl6N4O7

A 10-piece molecular cluster, C23H56Cl6N4O7 overall (ωB97M-V/def2-TZVPD, the OMol25 dataset).

Geometry (Å):
Cl: 3.6828 -1.2784 -2.0683
C: 2.9145 -0.1882 -0.8730
C: 3.5318 1.2013 -1.0957
Cl: 5.1793 1.2560 -0.4002
H: 3.1572 -0.4666 0.1529
H: 1.8276 -0.2266 -0.9216
H: 2.9425 1.9720 -0.5975
H: 3.6203 1.5322 -2.1276
Cl: 0.5603 0.1556 5.3074
C: 0.6164 -1.4544 4.5650
C: 0.5270 -2.5496 5.5713
Cl: 1.7964 -2.4772 6.7900
H: 1.5944 -1.5978 4.1031
H: -0.2128 -1.5169 3.8645
H: 0.5193 -3.5340 5.1050
H: -0.4082 -2.4776 6.1300
Cl: -4.1058 6.9504 1.3175
C: -4.7263 5.3422 0.8435
C: -3.8458 4.7384 -0.2579
Cl: -4.3823 3.0135 -0.4071
H: -5.7347 5.4999 0.4669
H: -4.7660 4.6261 1.6600
H: -2.8192 4.7749 0.1024
H: -3.9104 5.2079 -1.2351
C: 3.1944 2.0592 3.8934
C: 2.4385 2.2494 2.5770
C: 2.5768 3.6283 1.9386
O: 2.9042 1.3069 1.6115
H: 4.2267 2.3646 3.7076
H: 3.1476 1.0399 4.2707
H: 2.7785 2.7678 4.6112
H: 1.3832 2.0460 2.7945
H: 3.4963 3.6525 1.3567
H: 2.6274 4.4578 2.6429
H: 1.6289 3.6887 1.4034
H: 2.9775 0.4170 1.9964
C: 5.2612 -2.0415 1.2522
C: 4.5726 -2.1625 2.6044
C: 5.3346 -1.4811 3.7401
O: 3.3060 -1.5068 2.5399
H: 4.6486 -2.5055 0.4764
H: 6.1826 -2.6267 1.2048
H: 5.4486 -1.0003 1.0017
H: 4.3521 -3.1826 2.9325
H: 6.2699 -2.0006 3.9524
H: 4.7256 -1.4361 4.6447
H: 5.5301 -0.4240 3.5454
H: 2.6154 -2.1884 2.4187
C: -2.9922 2.8778 -3.8673
C: -4.2207 2.1467 -4.3749
C: -4.9565 3.0776 -5.3603
O: -3.6847 1.0463 -5.1248
H: -2.1954 2.3657 -3.3281
H: -3.3472 3.6619 -3.1936
H: -2.4974 3.3590 -4.7134
H: -4.8093 1.8950 -3.4899
H: -5.3587 3.8422 -4.6869
H: -5.7451 2.5809 -5.9204
H: -4.2694 3.6396 -5.9904
H: -4.3932 0.4884 -5.4624
O: -0.7564 -2.9135 -3.6528
C: -1.5217 -2.1764 -4.2396
N: -1.9729 -1.0301 -3.6768
C: -2.0643 -2.4809 -5.6284
H: -1.8078 -0.8111 -2.7064
H: -2.3241 -0.3074 -4.2903
H: -3.1319 -2.2609 -5.6690
H: -1.8731 -3.5183 -5.8865
H: -1.6220 -1.8101 -6.3674
O: -0.9867 -0.5654 -0.5718
C: -0.3852 0.3528 0.0105
N: 0.4144 0.0992 1.0436
C: -0.3188 1.7288 -0.5683
H: 1.1676 0.7102 1.3657
H: 0.5413 -0.8676 1.3433
H: -1.1424 2.4035 -0.3264
H: -0.2693 1.7101 -1.6582
H: 0.5630 2.3145 -0.3001
O: 1.1557 -2.5803 1.5089
C: 1.0647 -3.3059 0.4966
N: 0.2315 -2.9890 -0.4689
C: 1.8903 -4.5877 0.3926
H: -0.1249 -2.0264 -0.3863
H: -0.0789 -3.6105 -1.1975
H: 1.7901 -5.1296 -0.5501
H: 1.4942 -5.3361 1.0819
H: 2.9492 -4.3953 0.5462
O: -4.6719 -3.6194 0.7882
C: -3.9527 -2.9252 0.1121
N: -2.8342 -2.3728 0.6069
C: -4.2525 -2.5862 -1.3216
H: -2.6760 -2.4600 1.5967
H: -2.2712 -1.7278 0.0671
H: -4.0298 -1.5482 -1.5719
H: -5.2946 -2.8137 -1.5326
H: -3.6148 -3.1698 -1.9897

Forces on atoms 1 to 3 (eV/Å):
Cl -0.4 -0.3 0.3
C 0.8 0.9 -0.1
C -0.6 0.3 0.1

Calculated values
Structure (SMILES) ... CC(N)=O.CC(N)=O.CC(N)=O.CC(N)=O.CC(C)O.CC(C)O.CC(C)O.ClCCCl.ClCCCl.ClCCCl
Kohn-Sham gap ... 9.573 eV
HOMO energy ... -9.4 eV
2S+1 ... 1



Look up the HOMO energy of the second one.
-9.4 eV



Number 2 is which compound?
C23H56Cl6N4O7